{
  "formula": "C2H8NO",
  "method": "ωB97M-V/def2-TZVPD",
  "de_lowest_kcal_mol": 12.0,
  "total_charge": -1,
  "orbital_gap_ev": 7.016,
  "max_force_ev_per_a": 2.98,
  "elements": ["O", "H", "C", "C", "N", "H", "H", "H", "H", "H", "H", "H"],
  "positions_angstrom": [[-0.3294, -1.0568, -2.3952], [0.2730, -1.8201, -2.6720], [-0.7740, 0.1108, 1.2056], [0.2505, 0.9279, 0.3474], [1.1689, 0.0988, -0.3608], [-1.2427, -0.6459, 0.5466], [-1.5451, 0.7331, 1.6416], [-0.2491, -0.4718, 1.9762], [0.6591, 1.5233, 1.2192], [-0.3324, 1.4930, -0.3601], [0.7393, -0.1407, -1.2960], [1.3818, -0.7516, 0.1473]],
  "forces_ev_per_a": [[1.25, -1.37, -0.58], [-1.22, 1.51, 0.50], [0.06, -1.15, -1.36], [-0.91, -0.97, 2.66], [0.75, 0.70, -0.53], [0.00, 0.36, 0.22], [-0.17, 0.22, 0.29], [-0.04, 0.33, 0.06], [0.44, 0.38, -1.46], [0.08, 0.67, -0.15], [-0.03, -0.71, 0.50], [-0.21, 0.02, -0.16]],
  "lowdin_charge": [-0.631, -0.143, -0.147, -0.389, -0.058, 0.063, 0.039, 0.050, 0.084, 0.090, 0.002, 0.040]
}